Entry 1:
25
Properties=species:S:1:pos:R:3:forces:R:3 method="wB97M-V/def2-TZVPD" mol_weight_g_mol=653.145 spin_multiplicity=2 e_tot_ha=-3296.94414 total_charge=+4 fmax_ev_per_a=6.84 orbital_gap_ev="5.30 / 5.30" e_lumo_ev="-18.000 / -17.995"
Yb -0.86759 -0.31304 -4.43948 -1.591 -0.560 -1.472
Bi 0.25591 -0.22432 -1.58298 -1.980 -1.671 0.883
Cl -1.46836 -2.32239 -2.92871 0.784 1.873 -0.655
Cl -1.22242 1.94305 -3.27719 0.864 -1.898 0.365
C 1.20214 1.75252 -0.92863 3.065 5.469 2.736
C 0.11084 -2.16872 -5.89569 1.377 -4.747 -2.879
C 0.20599 0.91713 -6.39432 1.431 3.350 -3.924
O 1.79669 2.63652 -0.50402 -2.418 -3.548 -1.853
O 0.40112 -3.11529 -6.48980 -1.301 4.514 2.762
O 0.54800 1.60515 -7.25049 -1.408 -3.104 3.724
S -1.74131 -0.78797 -0.04253 1.290 0.124 -0.888
C -0.81384 -0.44443 1.39385 0.055 1.353 1.750
N -1.43422 0.20798 2.35759 -0.493 -1.159 -1.546
C -0.86658 0.27712 3.69162 0.029 0.090 0.639
C 0.57644 0.66837 3.49325 0.200 0.501 0.241
C 1.30112 -0.39436 2.71530 0.356 -0.131 0.648
N 0.47912 -0.76218 1.55571 -0.057 -0.266 -1.731
H -2.36661 0.54246 2.14079 -0.161 0.114 0.382
H -0.95017 -0.71007 4.16127 -0.139 0.147 0.041
H -1.44500 0.99902 4.26425 0.085 -0.013 0.037
H 1.05189 0.81234 4.45568 0.190 0.038 0.159
H 0.61859 1.61598 2.95109 0.033 0.117 0.176
H 1.46556 -1.29854 3.31225 0.007 0.048 -0.122
H 2.27304 -0.04056 2.36094 -0.090 -0.103 -0.023
H 0.88966 -1.39580 0.88026 -0.128 -0.538 0.548

***

Entry 2:
100
Properties=species:S:1:pos:R:3:forces:R:3 method="wB97M-V/def2-TZVPD" mol_weight_g_mol=1142.931 de_lowest_kj_mol=112.5 spin_multiplicity=1 e_tot_ha=-7580.88722 total_charge=-2 fmax_ev_per_a=4.01 orbital_gap_ev=5.18 e_lumo_ev=3.293
Lu -0.89419 -1.19962 1.11615 0.518 1.784 0.125
N 1.13714 -3.60752 4.47169 0.471 1.233 -1.180
C 0.91130 -2.91845 3.31863 0.067 -2.210 1.148
S 0.28063 -3.70703 1.96563 -0.242 0.061 -0.056
N 2.14957 -1.18543 2.05973 -1.017 -1.761 -1.683
N 1.51350 -0.42340 0.92727 1.782 0.332 0.485
C 2.32210 -0.43004 -0.11263 -0.670 -0.945 -0.096
C 2.65929 0.72973 -1.04413 -1.475 0.562 -1.513
C 4.43746 1.70476 -2.72684 -0.419 0.558 -0.114
C 3.65098 2.00294 -3.81391 2.760 0.813 1.484
C 2.43492 1.45113 -4.13313 -2.464 -0.971 -1.367
C 1.63977 0.62032 -3.33374 -0.175 0.038 -0.302
N 1.68845 0.28175 -2.07023 -0.597 0.220 1.189
H 1.06173 -4.62831 4.51874 -0.151 0.840 -0.309
H 1.68839 -3.14169 5.20536 -0.433 -0.034 -0.241
H 2.67369 -1.42867 -0.50985 0.742 0.800 0.879
H 5.40074 2.22024 -2.63831 -0.451 -0.055 0.164
H 4.08538 2.79094 -4.45483 -0.311 -0.538 0.002
H 2.05108 1.55387 -5.16397 0.237 0.168 0.493
H 0.75930 0.15439 -3.87169 0.824 0.368 0.488
F -6.42720 -1.39997 2.01193 0.764 -1.147 0.983
C -5.92898 -2.56146 2.55565 -1.445 -0.623 -0.746
F -6.99727 -3.46953 2.42605 0.941 0.875 0.561
F -5.70412 -2.40213 3.87653 -0.324 0.056 -1.113
C -4.77575 -3.12393 1.76473 1.491 0.137 -0.908
C -4.79155 -4.34795 1.12093 0.432 -0.117 -0.056
C -3.73185 -4.76345 0.25257 0.039 2.044 0.778
C -2.68949 -3.83474 0.10542 -0.794 -1.279 0.030
N -2.57956 -2.68229 0.78571 -0.861 -1.600 -1.072
C -3.59048 -2.31898 1.58122 -1.103 0.950 1.367
S -3.37502 -0.84098 2.41350 0.437 -0.067 -0.123
H -5.61337 -5.01023 1.32063 -0.329 -0.175 -0.174
H -3.75640 -5.67868 -0.32647 -0.018 0.125 0.213
H -1.90751 -4.03511 -0.59932 0.402 -0.038 -0.161
C 4.10289 0.68708 -1.65828 0.238 -0.559 0.155
C 2.40487 2.10165 -0.30866 1.257 -0.925 0.025
C 3.10499 2.40995 0.87641 0.121 -0.782 -0.289
C 2.79199 3.51009 1.66626 0.750 -0.772 -0.296
C 1.85460 4.40567 1.19288 -0.920 1.750 0.362
C 1.33918 4.25827 -0.09695 -0.563 -0.265 0.554
C 1.58824 3.07170 -0.80539 -0.822 0.981 0.059
H 4.79336 0.76308 -0.81690 0.372 0.047 -0.100
H 4.24910 -0.31395 -2.11362 -0.263 0.147 0.452
H 3.91518 1.73933 1.17510 -0.370 0.063 0.223
H 3.34871 3.61577 2.59991 -0.441 0.202 -0.154
H 1.48170 5.25995 1.84376 0.700 -1.063 -0.941
H 0.60377 4.99119 -0.47687 0.551 -0.526 0.173
H 1.06020 2.90730 -1.71477 -0.240 -0.178 -0.700
Se -3.39714 2.84844 -0.14031 -1.421 1.902 -0.108
C -2.26279 1.59599 -0.04316 2.316 -3.269 0.082
N -1.53560 0.65009 0.01201 -0.754 0.897 0.081
C -1.44958 1.31644 -7.51694 0.112 -0.258 1.317
C -1.41571 1.34952 -5.97358 0.843 0.133 0.422
N -2.70789 1.29643 -5.31582 -0.467 -1.080 0.638
C -3.43802 2.56669 -5.43123 -0.297 -0.050 1.173
C -4.94597 2.35344 -5.47089 -0.354 0.771 -0.070
C -2.99692 0.44813 -4.20966 -1.003 2.008 0.007
O -3.79363 0.86891 -3.34450 1.784 -1.736 -1.509
C -2.32316 -0.92638 -4.12521 0.225 0.074 1.164
C -1.80597 -1.73967 -5.14286 -1.343 2.283 -2.499
C -1.09278 -2.85016 -4.87504 1.903 -2.672 0.318
C -0.88988 -3.26476 -3.54773 -1.129 1.194 0.075
N -1.41033 -2.53424 -2.55532 0.040 -0.199 0.188
C -2.09377 -1.40882 -2.81725 0.417 -0.241 -0.724
H -0.41840 1.33958 -7.82402 0.435 0.183 -0.401
H -1.99717 2.14923 -7.96289 -0.003 -0.199 0.064
H -1.84567 0.35950 -7.80459 -0.450 -0.328 -0.509
H -0.94330 2.31077 -5.66978 -0.007 -0.579 -0.015
H -0.78597 0.53137 -5.54543 -0.328 0.748 -0.619
H -3.04721 3.06771 -6.31302 -0.184 -0.007 -0.121
H -3.20737 3.21513 -4.56659 0.093 -0.256 -0.163
H -5.21172 1.81377 -6.37597 -0.181 -0.176 -0.068
H -5.51148 3.31965 -5.46541 0.593 -0.644 -0.057
H -5.24042 1.79663 -4.57813 -0.083 0.110 -0.355
H -1.97942 -1.48076 -6.25370 0.288 -0.201 1.937
H -0.59092 -3.44986 -5.66757 -0.721 0.578 0.470
H -0.41020 -4.19642 -3.23735 0.138 0.364 -0.383
H -2.43659 -0.87658 -1.94189 -0.157 0.320 -0.108
O 5.71227 -1.76149 7.41626 -0.996 -0.159 1.439
S 4.63755 -1.39110 8.37764 -0.299 -0.894 -2.122
O 3.29600 -1.99370 8.07294 1.935 -0.789 1.777
O 5.08484 -1.30694 9.77441 -0.903 0.157 -1.350
C 4.09246 0.13934 7.61773 -0.238 0.089 -0.857
N 4.07283 1.28289 8.23423 0.580 0.539 0.374
C 3.53795 2.30358 7.56555 -0.161 0.898 0.106
C 2.79591 2.17063 6.40454 -0.079 -1.106 0.492
C 2.74375 0.83925 5.92510 0.148 0.193 0.124
N 3.53318 -0.09943 6.40742 0.278 0.423 1.030
C 1.75322 0.32796 4.94588 0.843 -2.113 -0.819
C 0.50759 0.93365 4.73329 -2.005 0.712 -1.223
C -0.38124 0.26165 3.85273 0.989 3.003 2.315
N -0.00693 -0.73844 3.10477 -1.312 -2.348 -1.569
C 1.21561 -1.44450 3.22475 1.583 2.198 1.720
C 2.02314 -0.91166 4.38503 0.724 0.345 0.584
H 3.73011 3.25096 8.07477 -0.435 0.088 -0.389
H 2.17125 2.92846 5.95988 0.216 0.288 0.046
H 0.28274 1.94689 5.13534 -0.142 -1.178 -0.143
H -1.43735 0.58672 3.75921 0.836 -0.068 -0.135
H 2.41128 -2.15008 1.73217 0.143 0.973 -0.069
H 2.98739 -1.42205 4.63824 -1.009 0.555 -0.253

***

Entry 3:
91
Properties=species:S:1:pos:R:3:forces:R:3 method="wB97M-V/def2-TZVPD" mol_weight_g_mol=654.714 spin_multiplicity=1 e_tot_ha=-3335.83175 total_charge=+2 fmax_ev_per_a=10.20 orbital_gap_ev="4.31 / 4.31" e_lumo_ev="-8.676 / -8.677"
Ti -0.21562 2.15800 0.21393 1.223 10.078 0.965
C 1.54958 -5.53214 0.12142 -0.107 0.248 -0.259
C 1.29416 -5.02110 -1.08887 -0.003 -0.060 0.403
C 0.17029 -5.31105 -2.04902 -0.093 -0.202 0.020
C -1.08302 -6.01413 -1.48246 0.109 0.008 -0.089
C -1.75165 -5.23194 -0.37770 0.183 0.131 0.309
C -1.46237 -5.21108 0.92884 0.023 0.059 -0.359
C -0.40447 -5.95397 1.70211 0.115 -0.119 -0.010
C 0.76578 -6.56257 0.89823 -0.130 -0.032 0.038
C -1.42191 3.65810 1.09526 -0.919 -1.303 -0.163
H 2.42433 -5.13804 0.63904 -0.070 -0.058 -0.097
H 1.99864 -4.27392 -1.45674 0.032 -0.095 0.033
H 0.56163 -5.90668 -2.88883 -0.081 0.127 0.156
H -0.14030 -4.35467 -2.49250 -0.012 -0.060 -0.011
H -1.79656 -6.12871 -2.30707 0.112 -0.003 0.147
H -0.83089 -7.02605 -1.16020 -0.089 0.180 -0.083
H -2.55974 -4.57777 -0.70560 -0.018 -0.096 0.035
H -2.07750 -4.55872 1.54987 -0.018 -0.096 -0.041
H -0.88460 -6.75290 2.28890 0.079 0.160 -0.123
H 0.01096 -5.25875 2.44529 -0.053 -0.083 -0.083
H 1.44157 -7.04415 1.61495 -0.122 0.077 -0.135
H 0.39915 -7.35952 0.24878 0.112 0.109 0.135
H -0.98369 4.02565 2.02809 0.174 -0.142 -0.044
H -2.42924 3.27794 1.31044 -0.046 0.417 0.018
H -1.52051 4.50079 0.39877 0.081 -0.170 -0.148
P 1.05006 0.52609 -0.72310 2.939 -5.347 -2.519
P -1.78889 0.54013 0.46083 -3.228 -5.010 1.191
C 0.04325 -0.99850 -0.85963 -0.502 0.265 0.106
C -1.20070 -0.98473 -0.36584 0.659 0.274 -0.158
C 1.69470 0.73221 -2.41871 -0.236 0.543 -0.318
C 1.83898 -0.34406 -3.30678 -0.091 0.009 0.129
C 2.29421 -0.12356 -4.60455 0.008 0.192 0.210
C 2.61074 1.17153 -5.02386 -0.078 -0.008 0.266
C 2.47265 2.24467 -4.14348 0.016 -0.080 0.086
C 2.01506 2.02724 -2.84371 -0.067 -0.233 -0.147
C 2.49201 -0.05655 0.23189 0.464 0.497 0.495
C 2.40282 -0.13557 1.62965 0.190 0.031 -0.200
C 3.52506 -0.45836 2.38949 -0.100 -0.032 -0.092
C 4.75067 -0.69426 1.76397 -0.253 0.072 -0.197
C 4.84879 -0.60452 0.37466 -0.203 -0.072 0.132
C 3.72705 -0.28696 -0.38969 -0.108 0.066 0.015
C -3.45693 0.77040 -0.22993 -0.335 0.813 -0.042
C -3.63251 1.41014 -1.46457 -0.132 -0.008 0.166
C -4.91408 1.68449 -1.93969 0.138 -0.089 0.033
C -6.03175 1.33269 -1.18196 0.285 -0.082 0.151
C -5.86339 0.70730 0.05518 0.153 -0.008 -0.224
C -4.58436 0.42894 0.53170 0.085 0.042 0.022
C -2.09582 -0.07355 2.15693 0.422 0.272 0.447
C -2.05066 0.86033 3.20036 0.077 -0.187 -0.024
C -2.21649 0.44421 4.52105 -0.061 -0.049 -0.087
C -2.43081 -0.90487 4.80613 0.027 0.129 -0.252
C -2.48114 -1.83967 3.76894 0.008 0.259 -0.102
C -2.31349 -1.42765 2.44856 0.045 0.075 -0.128
H 0.46818 -1.88916 -1.32192 -0.059 0.081 0.207
H -1.84532 -1.86271 -0.40561 0.045 0.182 -0.073
H 1.60788 -1.35377 -2.97730 0.057 0.151 -0.201
H 2.40509 -0.96008 -5.28905 -0.015 0.126 0.143
H 2.96903 1.34045 -6.03556 -0.074 -0.014 0.169
H 2.72489 3.25083 -4.46616 -0.045 -0.151 0.037
H 1.90634 2.84953 -2.14103 0.088 0.044 -0.271
H 1.45376 0.06277 2.12109 -0.029 -0.083 0.126
H 3.44278 -0.52303 3.47106 0.014 0.012 -0.179
H 5.62605 -0.94414 2.35685 -0.148 0.060 -0.090
H 5.80166 -0.78094 -0.11661 -0.173 0.012 0.062
H 3.80935 -0.21814 -1.47023 0.089 0.031 0.171
H -2.76376 1.69950 -2.05054 -0.059 -0.008 -0.135
H -5.03932 2.17539 -2.90082 0.027 -0.082 0.159
H -7.03020 1.54770 -1.55183 0.168 -0.014 0.059
H -6.73034 0.43832 0.65203 0.158 0.016 -0.093
H -4.45759 -0.05420 1.49605 -0.124 0.130 -0.131
H -1.89257 1.90865 2.95586 -0.056 -0.119 0.285
H -2.18595 1.17410 5.32515 0.001 -0.120 -0.125
H -2.56492 -1.22883 5.83451 0.038 0.062 -0.168
H -2.65261 -2.88946 3.99033 0.016 0.164 -0.066
H -2.36362 -2.15403 1.64183 0.045 0.005 0.242
C 3.23026 5.91680 0.06494 0.389 -0.455 0.032
Si 1.46619 5.30768 0.04194 -0.195 1.570 -0.070
C 0.57372 6.38428 1.29648 -0.216 -0.291 0.177
C 0.75126 5.59732 -1.65936 -0.152 -0.288 -0.100
C 1.53392 3.46547 0.48007 -0.223 -2.280 0.547
H 3.25174 6.99725 -0.18732 -0.010 -0.608 0.134
H 3.82786 5.35062 -0.67642 -0.051 0.412 0.406
H 3.65881 5.76693 1.07743 -0.053 0.164 -0.608
H 0.71602 7.44715 1.01253 0.023 -0.573 0.163
H -0.51152 6.19935 1.34042 0.412 0.209 0.136
H 1.01657 6.21904 2.29987 -0.322 0.225 -0.424
H 1.35200 5.06797 -2.42262 -0.382 0.313 0.162
H -0.29629 5.23419 -1.68987 0.395 0.292 -0.286
H 0.76905 6.68505 -1.87880 -0.096 -0.650 0.055
H 1.83687 3.39809 1.54477 -0.065 -0.024 -0.252
H 2.37570 3.02386 -0.08089 -0.021 0.090 0.225